(1)
C15H33F2O18P3 | ωB97M-V with the def2-TZVPD basis set

Values from the calculation:
* 2S+1: 1
* HOMO-LUMO gap: 10.4 eV
* HOMO level: -10.2200 eV
* SMILES string: O=C1OC[C@@H](F)O1.O=C1OC[C@@H](F)O1.COP(=O)(OC)OC.COP(=O)(OC)OC.COP(=O)(OC)OC
* energy: -86253.193 eV
* relative energy (zero: lowest compared OMol25 entry of this formula, charge and spin): 20.47 kcal/mol

The geometry in XYZ format:
```
71
C15H33F2O18P3 (ωB97M-V with the def2-TZVPD basis set)
C -0.12 -1.67 -1.07
C 1.14 -0.93 -1.43
O 1.56 -0.46 -0.17
C 0.43 -0.12 0.48
O 0.41 0.68 1.36
O -0.59 -0.95 0.09
F 0.88 0.11 -2.27
H 0.04 -2.74 -0.93
H -0.83 -1.57 -1.89
H 1.89 -1.57 -1.89
C -1.14 -7.27 -0.73
C -0.96 -6.10 -1.66
O -1.33 -5.03 -0.83
C -2.26 -5.48 0.08
O -3.07 -4.82 0.58
O -2.14 -6.84 0.17
F -1.85 -6.13 -2.70
H -0.18 -7.43 -0.24
H -1.45 -8.17 -1.26
H 0.06 -5.99 -2.04
C -1.01 4.75 -3.92
O -0.72 4.56 -2.56
P -0.55 5.76 -1.54
O -1.63 6.76 -1.55
O -0.27 5.04 -0.18
C -1.13 3.99 0.25
O 0.88 6.37 -1.92
C 0.96 7.72 -2.35
H -2.07 4.65 -4.10
H -0.45 4.06 -4.56
H -0.65 5.71 -4.32
H -1.34 4.07 1.32
H -0.64 3.02 0.21
H -2.07 3.88 -0.29
H 2.02 7.97 -2.44
H 0.55 8.45 -1.65
H 0.52 7.85 -3.34
C 7.13 0.91 -1.70
O 6.45 -0.29 -2.05
P 4.91 -0.51 -1.68
O 4.52 -1.89 -1.97
O 4.75 0.03 -0.21
C 4.67 -0.85 0.92
O 4.12 0.59 -2.56
C 4.39 0.60 -3.94
H 6.48 1.78 -1.73
H 8.07 1.04 -2.23
H 7.49 0.82 -0.67
H 3.77 -0.62 1.50
H 5.61 -0.74 1.45
H 4.51 -1.89 0.64
H 3.56 1.04 -4.51
H 4.62 -0.37 -4.37
H 5.18 1.31 -4.20
C -2.94 -2.34 2.44
O -3.03 -1.86 3.78
P -4.46 -1.54 4.39
O -5.56 -2.50 4.22
O -4.15 -1.11 5.89
C -3.78 -2.06 6.90
O -4.82 -0.11 3.75
C -5.97 0.54 4.28
H -3.86 -2.74 2.03
H -2.20 -3.14 2.44
H -2.58 -1.64 1.68
H -4.52 -2.02 7.70
H -2.84 -1.68 7.30
H -3.65 -3.08 6.52
H -5.77 0.92 5.29
H -6.82 -0.14 4.29
H -6.18 1.44 3.71
```

---

(2)
C15H33N3O4PSc | ωB97M-V with the def2-TZVPD basis set

Values from the calculation:
* 2S+1: 1
* HOMO-LUMO gap: 7.3 eV
* HOMO level: -12.9990 eV
* total charge: +2
* energy: -58732.560 eV
* relative energy (zero: lowest compared OMol25 entry of this formula, charge and spin): 2.68 kcal/mol

The geometry in XYZ format:
```
57
C15H33N3O4PSc (ωB97M-V with the def2-TZVPD basis set)
Sc 0.04 0.13 -0.05
C -1.75 -2.88 -1.36
C -1.77 -2.75 0.14
C -1.44 -4.07 0.81
C -3.04 -2.14 0.68
O -0.64 -1.82 0.47
H -2.60 -3.50 -1.68
H -0.84 -3.36 -1.71
H -1.86 -1.91 -1.85
H -2.20 -4.81 0.55
H -1.44 -3.98 1.90
H -0.48 -4.46 0.48
H -3.88 -2.80 0.47
H -3.25 -1.18 0.21
H -2.98 -1.99 1.76
N 1.27 3.31 1.80
C 0.88 2.51 3.03
P 0.64 0.78 2.48
O 1.65 0.54 1.35
O -0.73 0.69 1.86
C 0.84 -0.42 3.82
N 0.80 -1.73 3.15
H 0.47 3.53 1.19
H 1.92 2.77 1.22
H 1.74 4.19 2.05
H -0.06 2.92 3.41
H 1.66 2.64 3.78
H 0.00 -0.31 4.49
H 1.76 -0.23 4.39
H 1.73 -2.00 2.86
H -0.38 -1.95 1.40
H 0.47 -2.42 3.81
C 1.68 2.71 -1.25
C 0.20 2.83 -1.18
C -0.55 3.95 -1.47
C -1.89 3.56 -1.54
C -1.93 2.21 -1.34
C -3.09 1.30 -1.24
N -0.65 1.72 -1.11
H 2.14 3.66 -0.96
H 2.04 2.49 -2.26
H 2.12 1.92 -0.61
H -0.16 4.94 -1.65
H -2.74 4.20 -1.74
H -3.97 1.71 -1.73
H -3.35 1.09 -0.20
H -2.88 0.35 -1.74
C 3.66 -0.61 -2.15
C 2.24 -1.02 -2.28
C 1.84 -1.88 -3.41
O 1.41 -0.61 -1.45
H 4.28 -1.50 -2.01
H 3.80 0.08 -1.32
H 4.00 -0.16 -3.09
H 2.53 -2.72 -3.51
H 1.94 -1.30 -4.33
H 0.81 -2.23 -3.30
```

---

(3)
C15H33N6O2SiTc | ωB97M-V with the def2-TZVPD basis set

Values from the calculation:
* 2S+1: 4
* HOMO-LUMO gap (alpha / beta): 7.3 / 7.0 eV
* HOMO level (alpha / beta): -17.7204 / -18.0761 eV
* total charge: +3
* energy: -39174.597 eV
* relative energy (zero: lowest compared OMol25 entry of this formula, charge and spin): 0.00 kcal/mol

The geometry in XYZ format:
```
58
C15H33N6O2SiTc (ωB97M-V with the def2-TZVPD basis set)
Tc -0.32 0.08 -0.18
N -0.63 1.72 -1.58
C -1.91 2.48 -1.48
C -1.93 3.06 -0.09
N -1.67 1.99 0.90
C -2.93 1.40 1.44
C -3.25 0.10 0.74
N -2.02 -0.74 0.78
C -0.80 2.44 2.01
C -0.03 1.23 2.51
N 0.62 0.64 1.35
H 0.13 2.39 -1.42
H -0.49 1.41 -2.54
H -2.74 1.79 -1.66
H -1.96 3.26 -2.24
H -2.88 3.57 0.10
H -1.15 3.81 -0.01
H -3.76 2.10 1.34
H -2.80 1.21 2.51
H -3.52 0.25 -0.30
H -4.07 -0.42 1.23
H -2.22 -1.64 0.34
H -1.81 -0.98 1.75
H -1.38 2.92 2.81
H -0.09 3.18 1.63
H -0.70 0.51 2.97
H 0.69 1.53 3.27
H 1.55 -1.12 1.66
H 1.59 0.94 1.26
C 3.36 -1.99 3.27
C 2.82 -2.67 2.06
C 3.22 -3.92 1.63
C 2.64 -4.46 0.50
C 1.67 -3.76 -0.21
C 1.28 -2.50 0.20
N 1.88 -2.02 1.33
N 0.32 -1.73 -0.44
Si -0.51 -2.44 -1.92
C -1.67 -3.77 -1.34
C 0.74 -2.91 -3.20
C -1.53 -1.00 -2.58
H 3.24 -2.63 4.14
H 2.87 -1.03 3.46
H 4.43 -1.81 3.15
H 3.98 -4.45 2.19
H 2.94 -5.44 0.16
H 1.24 -4.21 -1.09
H -1.25 -4.42 -0.58
H -1.93 -4.40 -2.20
H -2.62 -3.38 -0.97
H 0.72 -3.98 -3.41
H 1.76 -2.64 -2.93
H 0.50 -2.40 -4.14
H -2.13 -0.36 -1.92
H -2.29 -1.52 -3.18
H -0.97 -0.39 -3.30
O 1.88 0.51 -1.54
O 2.91 0.31 -0.97
```